1.
The following is a DFT calculation (the ωB97M-V functional and the def2-TZVPD basis) of a 2-piece molecular cluster, C3H8NS overall.

Each line ends with the natural charge from an NBO analysis.
CARTESIAN COORDINATES (ANGSTROEM)
1 C 1.714 0.554 2.252  -0.750
2 S 0.507 -0.793 2.349  -0.713
3 H 1.838 1.020 3.237  0.174
4 H 1.398 1.346 1.578  0.166
5 H 2.728 0.295 1.971  0.163
6 C -1.954 -0.228 -1.877  -0.424
7 C 0.191 -0.256 -0.930  -0.013
8 N -0.677 0.348 -1.603  -0.473
9 H -2.041 -1.296 -1.612  0.162
10 H -2.665 0.389 -1.330  0.203
11 H -2.200 -0.163 -2.937  0.176
12 H 1.003 0.135 -0.326  0.198
13 H 0.158 -1.350 -0.772  0.129

Forces on atoms 1 to 3 (eV/Å):
C -0.042 0.457 0.670
S 0.004 -0.278 -0.171
H -0.108 0.112 -0.004

lowest unoccupied orbital energy: 4.0 eV
energy above the lowest of the compared OMol25 structures with the same formula, charge and spin: 36.6 kcal/mol
orbital gap: 6.3 eV
E_tot: -15565.4548 eV
2S+1: 1
strongest force on any atom: 2.14 eV Å⁻¹
charge: -1

2.
The following is a DFT calculation (the ωB97M-V functional and the def2-TZVPD basis) of a 2-piece molecular cluster, C24H27NO4 overall.

Each line ends with the natural charge from an NBO analysis.
CARTESIAN COORDINATES (ANGSTROEM)
1 C -3.629 -4.158 -1.327  -0.415
2 N -3.063 -3.301 -0.300  -0.294
3 C -1.827 -3.478 0.242  0.180
4 C -1.615 -2.517 1.269  -0.207
5 C -0.529 -2.479 2.146  0.083
6 C -0.241 -1.431 3.086  -0.083
7 C -0.352 -0.045 2.773  -0.162
8 C -0.136 0.924 3.744  -0.222
9 C 0.185 0.560 5.057  0.047
10 C 0.334 1.611 6.111  -0.641
11 C 0.352 -0.797 5.368  -0.222
12 C 0.173 -1.770 4.401  -0.142
13 C -2.834 -1.698 1.301  0.003
14 C -3.292 -0.701 2.147  -0.204
15 C -4.577 -0.170 1.954  -0.206
16 C -5.419 -0.671 0.951  -0.196
17 C -4.995 -1.725 0.119  -0.224
18 C -3.706 -2.212 0.308  0.116
19 H -4.631 -3.804 -1.574  0.224
20 H -3.006 -4.149 -2.231  0.234
21 H -3.687 -5.201 -0.984  0.227
22 H -1.158 -4.272 -0.084  0.255
23 H 0.107 -3.369 2.173  0.255
24 H -0.641 0.248 1.760  0.233
25 H -0.249 1.984 3.499  0.224
26 H 0.666 1.168 7.054  0.222
27 H 1.060 2.377 5.816  0.234
28 H -0.613 2.133 6.300  0.230
29 H 0.625 -1.079 6.388  0.224
30 H 0.298 -2.829 4.639  0.228
31 H -2.651 -0.342 2.946  0.236
32 H -4.912 0.641 2.600  0.225
33 H -6.411 -0.238 0.825  0.227
34 H -5.630 -2.154 -0.653  0.222
35 H 2.870 -4.786 1.597  0.210
36 C 2.897 -3.969 0.894  -0.652
37 C 2.449 -4.185 -0.443  0.715
38 O 2.432 -3.409 -1.389  -0.673
39 O 1.981 -5.474 -0.592  -0.554
40 C 1.579 -5.704 -1.948  -0.068
41 C 1.035 -7.100 -2.076  -0.618
42 C 3.441 -2.716 1.302  0.721
43 O 3.580 -1.686 0.655  -0.671
44 O 3.831 -2.769 2.624  -0.550
45 C 4.420 -1.525 3.023  -0.069
46 C 4.778 -1.583 4.482  -0.618
47 H 0.808 -4.977 -2.235  0.164
48 H 2.440 -5.578 -2.618  0.188
49 H 0.740 -7.259 -3.114  0.202
50 H 1.786 -7.854 -1.825  0.212
51 H 0.149 -7.250 -1.453  0.189
52 H 5.321 -1.331 2.425  0.183
53 H 3.708 -0.707 2.851  0.176
54 H 5.226 -0.629 4.760  0.202
55 H 3.895 -1.732 5.110  0.193
56 H 5.512 -2.367 4.688  0.207

Forces on atoms 1 to 3 (eV/Å):
C -0.014 -0.372 -0.469
N 1.777 -0.318 0.452
C -1.297 0.291 0.095

lowest unoccupied orbital energy: -2.4 eV
energy above the lowest of the compared OMol25 structures with the same formula, charge and spin: 81.1 kcal/mol
orbital gap: 3.5 eV
E_tot: -35003.9527 eV
2S+1: 1
strongest force on any atom: 1.86 eV Å⁻¹
charge: 0